The following is a quantum chemistry calculation of 4 unconnected molecules or ions with the total composition C35H79FNO16P3, from OMol25.

The value obtained for the HOMO-LUMO gap is 7.7 eV. The calculation puts the max |F| at 9.4 eV/A. The HOMO energy comes out at -9.55 eV. The SMILES is COCCCCCCCCCCCCOC(=O)N(O)CCCF.CCOP(=O)(OCC)OCC.CCOP(=O)(OCC)OCC.CCOP(=O)(OCC)OCC.

ORCA input file:
```
! wB97M-V def2-TZVPD RIJCOSX def2/J DEFGRID3
* xyz 0 1
C -1.86448 -3.00887 1.95489
O -1.32622 -4.36636 1.75368
C -0.54330 -4.41325 0.49715
C -0.96988 -5.70531 -0.47283
C -2.58505 -6.00770 -0.35697
C -3.46787 -4.85276 -1.18433
C -3.94021 -5.57742 -2.58135
C -4.65303 -4.58164 -3.67082
C -5.61291 -3.41759 -3.02560
C -4.79306 -2.01075 -2.65765
C -5.79795 -0.88008 -1.95159
C -5.46171 0.61912 -2.52490
C -4.30119 1.43433 -1.70253
C -3.03113 0.52501 -1.20438
O -1.80437 1.32742 -0.89278
C -0.65666 0.37059 -0.93551
O -0.63971 -0.59499 0.01077
N 0.39181 0.55065 -2.01085
O 1.43792 1.17208 -1.38841
C 0.94132 -0.76087 -2.52678
C -0.19985 -1.86173 -2.94346
C -1.07816 -1.44218 -4.28371
F -0.21676 -1.58803 -5.50109
H -2.56976 -2.71830 1.03824
H -2.55728 -2.95071 2.90866
H -1.01476 -2.19494 2.12528
H -0.76853 -3.45256 -0.14122
H 0.59165 -4.51571 0.77664
H -0.30005 -6.60796 -0.11815
H -0.75196 -5.44947 -1.61139
H -2.77749 -7.04930 -0.90743
H -2.96664 -6.13582 0.74242
H -2.70238 -3.98146 -1.45281
H -4.34053 -4.45260 -0.51516
H -2.93959 -5.97304 -3.09784
H -4.56027 -6.54643 -2.32132
H -5.34886 -5.27667 -4.34761
H -3.85964 -4.08686 -4.38791
H -6.37071 -3.09865 -3.89151
H -6.30018 -3.78702 -2.13836
H -4.36829 -1.47747 -3.63129
H -3.91740 -2.17201 -1.89846
H -5.62143 -0.89967 -0.79491
H -6.93539 -1.18151 -2.14278
H -5.17350 0.55870 -3.65811
H -6.47042 1.24482 -2.43423
H -3.91415 2.30999 -2.41376
H -4.76056 1.93942 -0.73533
H -3.38357 -0.03432 -0.21767
H -2.68652 -0.30528 -1.95371
H 2.27142 0.91420 -1.89224
H 1.71561 -1.27902 -1.78811
H 1.56710 -0.52877 -3.51221
H 0.38787 -2.85913 -3.23244
H -0.92269 -2.17283 -2.05758
H -1.60043 -0.39864 -4.19329
H -1.91809 -2.28307 -4.38587
C 2.36026 -1.23473 -6.51695
C 2.91717 -0.80275 -7.86176
O 3.06032 0.60700 -7.94692
P 4.18189 1.29967 -6.94474
O 5.39203 0.95940 -7.84879
O 4.11358 2.85467 -7.54437
C 5.24584 3.47243 -8.14887
C 5.23762 3.24762 -9.65475
O 2.82981 1.67985 -5.93466
C 2.34720 3.00660 -5.76260
C 1.45109 3.46142 -6.91049
H 3.05858 -1.00132 -5.70773
H 2.17450 -2.31313 -6.50205
H 1.42342 -0.71203 -6.29832
H 3.88275 -1.28227 -8.05252
H 2.23113 -1.11047 -8.65604
H 6.17804 3.13413 -7.68832
H 5.17798 4.54745 -7.95118
H 5.08676 2.19784 -9.92075
H 6.17228 3.59273 -10.10392
H 4.40756 3.79557 -10.11076
H 3.17987 3.69730 -5.59187
H 1.75375 3.01272 -4.84329
H 1.89461 3.31094 -7.89548
H 1.20439 4.52012 -6.80645
H 0.51755 2.88229 -6.91038
C 4.92899 6.86745 1.96456
C 3.84189 6.98097 3.01841
O 3.00270 5.83620 3.03826
P 3.70302 4.41234 3.51182
O 3.60030 4.71437 5.02700
O 2.32689 3.47097 3.56019
C 1.86754 2.88143 4.77282
C 0.86485 3.79432 5.46530
O 3.81779 4.07489 1.81893
C 3.02443 3.08463 1.17648
C 1.61773 3.57674 0.85007
H 5.61922 6.05092 2.19660
H 5.50937 7.79329 1.90428
H 4.49629 6.65730 0.98105
H 4.27938 7.13305 4.01046
H 3.20994 7.84606 2.79822
H 2.70158 2.61568 5.42805
H 1.36950 1.94135 4.51288
H 1.22854 4.82119 5.55924
H 0.61897 3.41655 6.46093
H -0.05579 3.85410 4.87704
H 3.01118 2.16259 1.76743
H 3.52574 2.83589 0.23618
H 1.10418 4.02453 1.70173
H 1.00295 2.75574 0.47518
H 1.66284 4.36025 0.08134
C 0.82015 -2.94335 5.64296
C -0.38921 -2.02546 5.62891
O -0.77406 -1.63736 6.93902
P 0.29178 -0.68217 7.77190
O -0.14325 0.63267 7.07946
O -0.66469 -0.35313 9.09824
C -1.07512 0.97429 9.41220
C -2.42593 1.28033 8.77982
O 0.77783 -2.15123 8.54556
C 0.48513 -2.43649 9.90781
C -0.93593 -2.95357 10.10966
H 1.70467 -2.42420 6.02386
H 1.04727 -3.30163 4.63414
H 0.64517 -3.80665 6.29318
H -0.19108 -1.13402 5.02495
H -1.23838 -2.54850 5.17995
H -0.31338 1.70516 9.12735
H -1.17129 1.03937 10.50118
H -2.45823 1.02564 7.71697
H -2.67808 2.33748 8.89527
H -3.20717 0.68067 9.25653
H 0.69907 -1.56488 10.53557
H 1.18127 -3.21850 10.22594
H -1.69828 -2.32364 9.64968
H -1.16337 -3.04077 11.17417
H -1.04492 -3.94338 9.64568
*
```

***

The following is a quantum chemistry calculation of 7 unconnected molecules or ions with the total composition C35H81N3O11, from OMol25.

The value obtained for the HOMO-LUMO gap (alpha / beta) is 7.1 / 2.7 eV. The calculation puts the max |F| at 3.4 eV/A. The HOMO energy (alpha / beta) comes out at -9.80 / -9.80 eV.

ORCA input file:
```
! wB97M-V def2-TZVPD RIJCOSX def2/J DEFGRID3
* xyz 1 2
C -0.23669 -1.89548 -6.20487
C 0.88383 -0.88480 -6.10369
O 1.87280 -1.26104 -5.14552
O -0.61406 -2.14271 -4.81867
H 0.12328 -2.82314 -6.64981
H -1.08666 -1.61492 -6.82690
H 0.77193 0.13974 -5.74889
H 1.39790 -0.90731 -7.06460
H 2.60615 -0.64545 -5.21513
H 0.21143 -2.33130 -4.36634
C -4.18040 -1.30204 -5.02748
C -3.52926 0.10660 -5.02279
O -2.31113 0.19815 -4.26201
O -3.41465 -2.15682 -5.80899
H -5.16038 -1.08915 -5.45456
H -4.30375 -1.62902 -3.99502
H -4.21307 0.88617 -4.68698
H -3.44969 0.35142 -6.08196
H -2.01231 -0.66710 -3.97283
H -2.54553 -2.43997 -5.51564
C -0.56218 -2.21072 5.27269
C -2.05181 -2.38257 5.58228
O -2.46622 -3.71096 5.77674
O -0.40132 -1.04313 4.58643
H -0.24904 -3.03990 4.63825
H 0.05627 -2.10919 6.16449
H -2.66325 -1.94534 4.79294
H -2.56164 -1.79015 6.34203
H -2.14671 -4.16305 6.56104
H -0.48880 -1.20432 3.64411
C -1.45786 -5.92982 3.39123
C -2.83272 -5.32777 3.02069
O -3.23052 -5.60466 1.68612
O -1.49907 -7.30811 3.11076
H -1.15514 -5.76806 4.42577
H -0.71784 -5.43856 2.75944
H -2.91792 -4.25601 3.20009
H -3.56306 -5.91277 3.57968
H -3.73249 -4.85554 1.35680
H -2.29430 -7.24274 2.57695
C -2.42677 3.54562 -3.34314
C -3.40661 4.79706 -3.14959
C -2.80728 5.60265 -2.01830
C -3.51445 6.96825 -1.78844
C -3.67841 7.72789 -3.14115
C -4.13017 6.93760 -4.42496
N -3.35819 5.62253 -4.39600
O -3.83629 4.83914 -5.50880
C -5.69160 6.72543 -4.48758
C -3.73335 7.67489 -5.76000
C -4.79997 4.27823 -2.73277
H -1.41374 3.76234 -3.68210
H -2.88143 2.68562 -3.83487
H -2.38971 3.02245 -2.38762
H -2.65688 4.95907 -1.15152
H -1.78103 5.80570 -2.32437
H -3.02407 7.61026 -1.05670
H -4.43612 6.82295 -1.22497
H -2.74178 8.20820 -3.42424
H -4.43659 8.51020 -3.10583
H -6.02731 5.95050 -5.17670
H -6.19110 6.75852 -3.51934
H -6.20759 7.54296 -4.99109
H -4.12838 8.66956 -5.96663
H -2.64480 7.68308 -5.70436
H -4.01762 7.17205 -6.68437
H -5.48614 4.30262 -3.57934
H -5.13426 4.78121 -1.82538
H -4.67147 3.22078 -2.50172
H -3.10409 4.85162 -6.12953
C -2.81773 -1.29307 2.20914
C -1.95576 -0.80766 0.94661
C -1.80578 0.71496 1.05585
C -0.87181 1.35646 -0.03999
C 0.52204 0.71339 0.05485
C 0.45970 -0.80444 -0.05781
N -0.57590 -1.37219 0.86660
O -0.42769 -2.71487 1.22951
C 0.24647 -1.21942 -1.57218
C 1.93210 -1.24629 0.30773
C -2.84154 -0.94752 -0.28860
H -3.85540 -1.53893 1.98353
H -2.63147 -0.71559 3.11464
H -2.53985 -2.32340 2.43114
H -2.75889 1.22144 1.20804
H -1.30963 1.00579 1.98178
H -0.77170 2.39250 0.28358
H -1.20159 1.41678 -1.07716
H 1.23857 1.05359 0.80248
H 1.02514 1.12746 -0.81896
H 0.10089 -2.29502 -1.47225
H -0.65291 -0.65520 -1.81895
H 1.02623 -1.00410 -2.30273
H 2.61152 -0.54193 -0.17223
H 2.14145 -1.30097 1.37604
H 2.06645 -2.22697 -0.14867
H -2.52022 -1.81286 -0.86829
H -2.71681 -0.15852 -1.03023
H -3.89405 -1.08116 -0.03870
H -0.54246 -3.12814 0.37065
C 7.49610 -1.04870 2.13793
C 6.50436 -1.84175 2.91115
C 6.89011 -3.33484 3.12678
C 7.92850 -3.58632 4.23716
C 7.44403 -3.07742 5.55910
C 7.01910 -1.56864 5.49445
N 6.17867 -1.23100 4.22069
O 5.78966 0.12370 4.20708
C 5.88837 -1.52366 6.52577
C 8.18924 -0.46553 5.66567
C 5.22481 -1.92609 2.09594
H 7.81941 -1.49081 1.19553
H 6.92729 -0.15189 1.89237
H 8.34452 -0.95738 2.81613
H 6.04209 -3.93486 3.45688
H 7.34590 -3.75371 2.22961
H 7.82567 -4.67032 4.28686
H 8.95108 -3.34513 3.94691
H 8.17872 -3.20569 6.35402
H 6.58199 -3.68704 5.82994
H 6.33308 -1.73544 7.49813
H 5.01990 -2.14968 6.32091
H 5.36315 -0.56896 6.49719
H 7.85672 0.26842 6.39975
H 8.53387 0.07070 4.78149
H 9.05608 -0.96329 6.10031
H 4.79012 -0.94462 1.90658
H 5.28111 -2.36496 1.09977
H 4.51370 -2.50055 2.68958
H 4.88633 0.06387 4.52648
*
```

***

The following is a quantum chemistry calculation of 9 unconnected molecules or ions with the total composition C35H83Cl9N6O11, from OMol25.

The value obtained for the HOMO-LUMO gap (alpha / beta) is 7.8 / 2.6 eV. The calculation puts the max |F| at 4.7 eV/A. The HOMO energy (alpha / beta) comes out at -9.96 / -9.96 eV.

ORCA input file:
```
! wB97M-V def2-TZVPD RIJCOSX def2/J DEFGRID3
* xyz 1 2
O -0.39937 -0.53517 -1.08953
C 0.10159 -1.25753 -0.23488
N -0.54857 -1.55654 0.89333
C 1.50111 -1.69410 -0.47900
H -0.17707 -2.13116 1.63624
H -1.50461 -1.23285 0.85701
H 1.99960 -0.74972 -0.69757
H 1.46457 -2.28348 -1.39518
H 2.01521 -2.29853 0.26830
C -3.02096 0.44701 -2.74689
Cl -4.07804 -0.85987 -3.17176
Cl -3.94546 1.94613 -2.87314
Cl -1.65430 0.30483 -3.88416
H -2.59631 0.29111 -1.75519
C -2.51345 -4.46807 -1.88527
Cl -0.81545 -4.53092 -2.31374
Cl -3.44871 -4.62461 -3.42160
Cl -3.01390 -3.06580 -0.79643
H -2.63778 -5.35825 -1.26864
C 2.41853 0.69633 2.78588
Cl 2.92250 0.58433 4.47596
Cl 3.84383 1.05863 1.82542
Cl 0.99840 1.77197 2.56080
H 1.97733 -0.25398 2.48529
C 1.63442 7.07819 -5.18361
O 1.70606 5.74663 -4.81366
C 0.73404 4.92834 -5.44219
C 0.67461 3.55231 -4.79844
N 1.92461 2.86607 -5.26701
C 2.25837 1.72827 -4.41396
C 3.59197 1.13820 -4.66300
O 3.58517 -0.04220 -3.89417
C 4.25561 0.06060 -2.65060
H 0.71767 7.47151 -4.74435
H 1.50557 7.13006 -6.26473
H 2.50190 7.61709 -4.80262
H 1.00875 5.01090 -6.49377
H -0.32330 5.18616 -5.38163
H -0.10815 2.94769 -5.25650
H 0.58204 3.57546 -3.71263
H 2.65576 3.56004 -5.32973
H 1.50527 0.97431 -4.64306
H 2.14177 2.04024 -3.37609
H 4.38442 1.85204 -4.43816
H 3.79134 0.92978 -5.71415
H 5.25064 0.50422 -2.68545
H 4.11207 -0.84040 -2.05421
H 3.78427 0.81587 -2.02171
C 5.63589 -2.78805 -0.88817
O 4.50691 -3.31652 -0.01684
C 4.12562 -4.62592 -0.43158
C 3.01152 -5.27973 0.41655
N 3.34361 -6.02844 1.55763
C 4.10244 -5.14921 2.47303
C 4.40093 -6.10659 3.74014
O 3.11775 -6.45420 4.33711
C 3.22999 -6.26229 5.78891
H 5.34958 -2.75886 -1.93950
H 6.45466 -3.49933 -0.77961
H 5.97829 -1.86469 -0.42099
H 5.04490 -5.20496 -0.34368
H 3.82783 -4.78160 -1.46850
H 2.52068 -6.02178 -0.21318
H 2.17653 -4.58779 0.52668
H 2.45858 -6.12028 2.03554
H 3.53005 -4.45026 3.08290
H 5.05025 -4.77742 2.08378
H 4.91547 -5.38978 4.38010
H 4.92425 -7.00391 3.40988
H 2.32568 -6.50156 6.34844
H 3.45251 -5.28216 6.21073
H 4.01759 -6.82323 6.29205
C 0.71333 10.21908 -1.09425
O 1.19422 9.01016 -1.64098
C 2.46804 8.44536 -1.23582
C 2.62070 6.96132 -1.65904
N 1.93972 6.05666 -0.69323
C 2.33669 4.74050 -1.14480
C 1.44512 3.64696 -0.41569
O 0.10851 3.88156 -0.95603
C -0.69864 2.75539 -1.10949
H -0.03095 10.01743 -0.32386
H 0.07341 10.81067 -1.74895
H 1.42344 10.89631 -0.61969
H 2.64417 8.56520 -0.16684
H 3.26066 8.94696 -1.79103
H 3.68184 6.74345 -1.53805
H 2.12772 6.79402 -2.61668
H 0.93163 5.99465 -0.69130
H 3.38159 4.59701 -0.86967
H 2.31681 4.39568 -2.17862
H 1.37313 3.75649 0.66640
H 1.84130 2.68484 -0.74045
H -1.46663 2.80590 -0.33764
H -0.13437 1.85790 -0.85611
H -1.15002 2.60780 -2.09059
C -0.24881 -0.05139 5.53767
O -0.07239 -0.86287 4.34656
C -0.40080 -2.28838 4.52435
C 0.70091 -3.11245 3.94037
N 0.57412 -3.53319 2.51901
C -0.58062 -4.38386 2.24087
C -0.46249 -5.10396 0.87852
O 0.39896 -6.30565 0.92091
C 0.01385 -7.27163 -0.06656
H -1.30786 0.13277 5.71827
H 0.24885 0.86359 5.21630
H 0.21034 -0.40889 6.45934
H -1.41861 -2.57031 4.25479
H -0.24359 -2.37810 5.59922
H 0.73890 -4.02209 4.53973
H 1.69941 -2.72756 4.14765
H 1.40766 -3.92461 2.10417
H -1.39148 -3.68112 2.04909
H -0.78446 -5.09401 3.04226
H -0.19375 -4.37899 0.11021
H -1.50268 -5.37337 0.69547
H -0.99470 -7.57632 0.21288
H 0.61264 -8.16510 0.11022
H 0.09899 -7.04342 -1.12900
C -2.63555 0.95086 1.58948
O -3.76679 1.10870 0.75564
C -4.87864 1.82423 1.16885
C -6.15176 1.12084 0.75044
N -7.44710 1.62676 1.30693
C -8.63704 1.08387 0.70950
C -8.91933 -0.42222 0.99475
O -10.29210 -0.76213 0.79351
C -11.18516 -0.45848 1.94445
H -2.47019 1.80584 2.24506
H -1.72760 0.88667 0.98980
H -2.75234 0.03929 2.17556
H -4.86585 2.80663 0.69681
H -4.96553 1.85098 2.25506
H -6.15216 0.08443 1.08801
H -6.33771 1.22997 -0.31803
H -7.37056 2.63373 1.29068
H -8.60770 1.22682 -0.37069
H -9.53793 1.57052 1.08323
H -8.47040 -0.73928 1.93605
H -8.41143 -1.05183 0.26418
H -11.42139 0.58099 2.17208
H -10.69838 -0.86895 2.82913
H -12.06621 -1.01121 1.61836
*
```

***

Q: The highest max |F| belongs to which entry?
A: C35H79FNO16P3